Run one
One molecule with the formula C2H3NO3, computed with the ωB97M-V functional and the def2-TZVPD basis.

Last column: natural (NBO) charge in e.
Element x y z (Å)
O  -1.98597  -0.06044  -0.15070  -0.481
C  -1.00047  -1.05398  0.08302  0.286
C  0.41737  -0.50566  0.06880  0.502
O  1.37915  -1.24300  -0.25797  -0.554
N  0.83871  0.79013  0.23335  -0.364
O  0.00540  1.82864  -0.29828  -0.528
H  -0.93995  -2.22265  -0.15183  0.226
H  1.89280  0.94239  -0.12293  0.410
H  -0.60705  1.52457  0.59655  0.502

## Properties
Lowest unoccupied orbital energy ... -1.904 eV
SMILES ... O=CC(=O)NO
Frontier orbital gap ... 7.96 eV
HOMO level ... -9.86 eV

Run two
A 2-piece molecular cluster, C2H3NO3 overall, computed with the ωB97M-V functional and the def2-TZVPD basis.

Last column: natural (NBO) charge in e.
Element x y z (Å)
O  -0.08290  1.96322  1.39511  -0.298
N  -0.54645  1.14435  0.72925  0.743
O  -0.51766  0.98007  -0.47015  -0.375
O  -1.35001  0.23915  1.46409  -0.545
H  -1.93232  -0.18611  0.88421  0.484
C  0.96672  -1.58639  -0.77159  -0.281
C  1.19605  -0.45160  -1.12951  -0.210
H  0.79968  -2.66563  -0.89049  0.244
H  1.46690  0.56294  -1.21091  0.238

## Properties
Lowest unoccupied orbital energy ... 0.259 eV
SMILES ... O=[N+]([O-])O.C#C
Frontier orbital gap ... 10.48 eV
HOMO level ... -10.22 eV

Run three
C2H3NO3 as an isolated structure, computed with the ωB97M-V functional and the def2-TZVPD basis.

Last column: natural (NBO) charge in e.
Element x y z (Å)
C  1.80927  0.32277  -0.07186  -0.541
C  0.52655  -0.08293  0.08355  0.125
N  -2.05499  -0.13879  0.04733  0.762
O  -2.85888  0.64622  -0.04455  -0.206
O  -1.91659  -1.28642  0.00982  -0.258
O  -0.52989  0.69183  0.10470  -0.487
H  2.69311  -0.25532  -0.11396  0.212
H  2.18620  1.30472  -0.16766  0.205
H  0.14522  -1.20208  0.15263  0.188

## Properties
Lowest unoccupied orbital energy ... -0.455 eV
Frontier orbital gap ... 8.43 eV
HOMO level ... -8.89 eV

Run four
A 2-piece molecular cluster, C2H3NO3 overall, computed with the ωB97M-V functional and the def2-TZVPD basis.

Last column: natural (NBO) charge in e.
Element x y z (Å)
O  -4.75355  -0.22306  0.88074  -0.508
C  -4.20441  -0.47160  -0.08363  1.026
O  -3.80787  -0.63587  -1.14104  -0.520
C  -0.37021  1.00255  -0.50827  -0.515
N  -1.62273  0.62942  0.14540  0.130
O  -1.62054  0.28493  1.27665  -0.271
H  -0.32579  2.03888  -0.43775  0.230
H  0.56111  0.62655  -0.18715  0.207
H  -0.54911  0.60011  -1.63160  0.221

## Properties
Lowest unoccupied orbital energy ... 0.064 eV
SMILES ... O=C=O.CN=O
Frontier orbital gap ... 9.30 eV
HOMO level ... -9.24 eV

Energy comparison, zero being the most stable, in kcal/mol: run one 76.2; run two 104.2; run three 84.5; run four 0.0.

Run one
One molecule with the formula C2H3NO3, computed with the ωB97M-V functional and the def2-TZVPD basis.

Last column: natural (NBO) charge in e.
Element x y z (Å)
C  -0.46137  0.38474  -1.17728  -0.461
N  -0.62492  -0.38496  0.01997  0.140
O  -0.31820  0.43073  1.19940  -0.372
C  0.65224  -0.36920  1.62095  0.990
O  1.45631  -0.54580  2.46124  -0.482
O  0.51495  -1.17717  0.16262  -0.471
H  -0.05835  -0.32961  -1.97372  0.245
H  -1.38311  0.83484  -1.26327  0.212
H  0.22245  1.15642  -1.04992  0.200

## Properties
Lowest unoccupied orbital energy ... 0.757 eV
SMILES ... Cn1oc(=O)o1
Frontier orbital gap ... 10.74 eV
HOMO level ... -9.99 eV

Run two
A 2-piece molecular cluster, C2H3NO3 overall, computed with the ωB97M-V functional and the def2-TZVPD basis.

Last column: natural (NBO) charge in e.
Element x y z (Å)
O  -4.13708  -1.52136  0.15370  -0.520
C  -4.24246  -0.40569  -0.09971  1.020
O  -4.53970  0.68576  -0.26691  -0.504
C  -0.10237  0.02794  -0.03932  -0.522
N  -1.45611  0.31293  0.45973  0.112
O  -1.89479  1.44718  0.39211  -0.280
H  -0.40021  -0.56658  -0.88198  0.243
H  0.40739  0.98811  -0.07772  0.219
H  0.38861  -0.81140  0.66469  0.233

## Properties
Lowest unoccupied orbital energy ... -0.119 eV
SMILES ... O=C=O.CN=O
Frontier orbital gap ... 9.20 eV
HOMO level ... -9.32 eV

Run three
One molecule with the formula C2H3NO3, computed with the ωB97M-V functional and the def2-TZVPD basis.

Last column: natural (NBO) charge in e.
Element x y z (Å)
C  -1.44493  -0.68830  -0.55765  -0.417
C  -0.24426  -0.20052  -0.68878  0.105
O  0.83427  -0.43572  0.23837  -0.392
N  1.34848  0.63373  0.99841  0.741
O  0.90447  1.71367  0.79819  -0.354
O  2.19983  0.32352  1.75449  -0.324
H  -2.20132  -0.42550  -1.26958  0.236
H  -1.54499  -0.98348  0.45473  0.218
H  0.14845  0.06262  -1.72819  0.187

## Properties
Lowest unoccupied orbital energy ... 0.578 eV
SMILES ... C=CO[N+](=O)[O-]
Frontier orbital gap ... 11.66 eV
HOMO level ... -11.09 eV

Energy comparison, zero being the most stable, in kcal/mol: run one 46.3; run two 0.0; run three 72.2.

Run one
A 2-piece molecular cluster, C2H3NO3 overall, computed with the ωB97M-V functional and the def2-TZVPD basis.

Last column: natural (NBO) charge in e.
Element x y z (Å)
C  1.48269  0.37679  0.76323  -0.765
C  1.21886  0.08409  -0.43013  0.716
O  0.89782  -0.16143  -1.52263  -0.468
H  1.13306  1.22208  1.18283  0.258
H  2.20669  -0.15015  1.22674  0.257
O  -2.19319  -1.74585  0.19475  -0.246
N  -1.68138  -1.00754  -0.56719  0.381
O  -1.83899  0.38510  -0.13914  -0.613
H  -1.22557  0.99692  -0.70846  0.479

## Properties
Lowest unoccupied orbital energy ... 0.093 eV
SMILES ... C=C=O.O=NO
Frontier orbital gap ... 9.92 eV
HOMO level ... -9.82 eV

Run two
One molecule with the formula C2H3NO3, computed with the ωB97M-V functional and the def2-TZVPD basis.

Last column: natural (NBO) charge in e.
Element x y z (Å)
O  1.57281  1.55351  -0.03346  -0.524
C  1.27409  0.39748  -0.00798  0.735
O  2.18674  -0.61495  -0.01714  -0.654
C  -0.14485  -0.13792  -0.08803  -0.119
N  -1.12260  0.60966  0.06389  -0.038
O  -2.31396  0.01948  -0.04070  -0.519
H  1.66958  -1.40233  0.18666  0.474
H  -0.16404  -1.22498  -0.06774  0.155
H  -2.95776  0.80006  0.00450  0.491

## Properties
Lowest unoccupied orbital energy ... 0.267 eV
SMILES ... O=C(O)/C=N/O
Frontier orbital gap ... 10.98 eV
HOMO level ... -10.71 eV

Energy comparison, zero being the most stable, in kcal/mol: run one 53.9; run two 0.0.

Run one
One molecule with the formula C4H6FN, computed with the ωB97M-V functional and the def2-TZVPD basis.

Last column: natural (NBO) charge in e.
Element x y z (Å)
C  -2.42838  -0.22019  -0.30580  -0.185
C  -1.35842  0.21636  0.16152  -0.056
C  -0.09372  0.86860  0.29936  0.126
F  0.28892  1.69286  -0.73238  -0.354
C  1.05214  -0.18675  0.52965  -0.237
N  0.92064  -0.81231  -0.76642  -0.835
H  -3.34372  -0.71763  -0.47531  0.233
H  -0.19553  1.57037  1.19420  0.180
H  0.72784  -0.65427  1.45168  0.207
H  1.93305  0.34071  0.91477  0.179
H  1.06903  -0.34314  -1.54977  0.375
H  1.42814  -1.75461  -0.72151  0.366

## Properties
Lowest unoccupied orbital energy ... 1.051 eV
SMILES ... C#C[C@H](F)CN
Frontier orbital gap ... 10.40 eV
HOMO level ... -9.35 eV

Run two
One molecule with the formula C4H6FN, computed with the ωB97M-V functional and the def2-TZVPD basis.

Last column: natural (NBO) charge in e.
Element x y z (Å)
F  1.13509  1.40185  -2.61478  -0.339
C  0.79341  0.52304  -1.63070  0.247
C  0.45487  0.87080  -0.40458  -0.307
C  0.28546  -0.14389  0.65710  -0.116
C  -0.99501  -0.42790  1.34493  -0.254
N  -0.40077  -1.45432  0.46950  -0.576
H  0.90949  -0.51465  -1.96071  0.170
H  0.36976  1.88163  -0.10297  0.223
H  1.19697  -0.20548  1.24231  0.206
H  -0.94103  -0.57598  2.42618  0.201
H  -1.89153  0.10748  0.97637  0.195
H  -0.91670  -1.46257  -0.40266  0.349

## Properties
Lowest unoccupied orbital energy ... 1.136 eV
SMILES ... F/C=C/[C@H]1CN1
Frontier orbital gap ... 10.76 eV
HOMO level ... -9.63 eV

Energy comparison, zero being the most stable, in kcal/mol: run one 32.2; run two 0.0.